# C64H136O32

A cluster of 14 separate species, C64H136O32 in total at a distorted geometry (ωB97M-V/def2-TZVPD, the OMol25 dataset).

Properties
- E_HOMO: -9.2930 eV
- Strongest force on any atom: 2.20 eV Å⁻¹
- Energy: -4927.7006 Ha
- HOMO-LUMO gap: 9.70 eV

```
232
Properties=species:S:1:pos:R:3:mulliken_charge:R:1
C -6.43332 -4.56559 2.27182 -0.04
C -4.43692 -3.55612 1.50757 0.17
C 0.51445 -9.54460 -0.18203 -0.71
H -6.00871 -5.19253 3.05560 0.24
H -2.18799 4.18226 -2.23025 0.55
H 7.94564 4.94528 4.60494 0.29
H -6.85941 -0.61370 -3.60975 0.31
C 7.28069 2.33223 3.21042 0.43
H 1.31278 -4.04343 3.01309 0.01
H 1.42200 -9.09863 0.23481 0.30
H 3.38684 -3.55043 -1.93558 0.24
H 2.04490 -3.51973 0.22841 -0.19
C -0.66895 -3.61359 -2.48297 0.24
H -2.97075 4.07576 0.96403 0.64
H -4.34175 -1.67182 0.65548 0.31
H -2.29078 3.59123 2.52593 0.04
H -1.50953 5.58980 -4.27311 0.44
H 0.37436 -3.42272 -2.19869 0.00
H 7.62703 6.70405 2.89902 0.41
H 3.87667 5.30826 -2.99154 0.26
C -0.67621 -4.83834 3.54348 -0.23
H -2.26298 -6.69071 -1.05428 0.44
H 1.19637 -1.26846 -3.94887 0.35
H 3.21556 4.27422 -0.77314 0.41
H -4.62552 0.00473 3.33096 -0.30
H -3.11408 1.34201 -9.09480 0.37
C -0.15964 -1.33697 0.59543 2.30
H 4.87602 -0.21560 0.58769 -0.01
H 3.61074 -6.57426 7.22495 0.49
H 3.28513 -4.17225 8.06859 0.27
C 2.97802 -4.07327 0.12848 -0.34
C -2.71838 0.20843 -1.96801 1.03
H 2.95356 -1.77129 7.25605 0.42
C -0.43511 -1.69636 -5.99617 -0.59
H 6.04862 6.01504 3.31526 0.23
H -1.68483 2.86941 0.99678 -0.71
H -2.47771 -8.17675 2.82811 0.14
H -6.06883 0.64932 -7.55543 0.15
C -3.38819 0.65969 -8.27862 -0.51
C 1.42822 -11.23775 -1.54779 -0.77
H 1.94550 9.86892 0.05755 0.30
O -3.40696 1.04947 1.14106 -0.02
C -3.71222 -2.25416 1.32612 1.03
O 1.97023 7.89174 1.82209 -0.32
H -1.15944 -0.97994 0.85942 -1.12
C -3.57953 2.14693 1.61334 0.64
C -1.52605 3.92280 6.40999 -1.31
H 1.08347 7.99224 -7.77574 0.33
H -1.31227 -3.95899 3.41961 0.14
C 4.13723 -1.49767 3.40820 -0.67
H -6.29854 -0.14427 3.51231 0.36
C -3.15456 -7.57146 3.43712 -0.90
O -4.70007 2.53483 2.21329 -0.41
O -1.50600 2.04369 4.92463 -0.56
C 2.74031 9.90966 0.79997 -1.29
C 3.48873 -4.44396 7.01933 -0.66
C 3.97078 -1.16985 -1.09171 0.54
H -0.06327 -1.04834 -0.45856 0.06
C 4.57896 0.02052 -0.42864 -0.33
H -1.14235 1.93855 2.82284 -1.57
O 3.10938 -1.07426 -1.91842 -0.45
H -7.94339 -3.35021 3.26117 0.32
H 3.95789 8.44224 1.84866 0.25
C 0.38940 -0.54994 -4.11797 -0.96
C 0.20270 6.85836 -4.05264 -0.32
C 3.32364 -2.20268 6.31444 -0.98
H 4.41926 -2.14475 6.29196 0.35
H 1.68022 -7.98316 6.75058 0.34
H 1.59437 4.10884 -1.42200 -0.36
H -4.84629 1.21013 -5.12722 0.22
C -1.41894 8.88870 -7.32204 -0.55
H -2.22190 9.43447 -7.81364 0.27
C -5.51810 0.61937 3.49034 -0.09
O -0.38953 5.14565 -2.58476 -0.29
C 1.14907 2.98175 1.57864 -0.17
O 8.38127 2.12866 2.82275 -0.59
O -1.01735 -4.91183 -2.13057 -0.61
H 0.05505 -4.89784 -0.36266 -0.59
C 1.95233 6.58050 1.96290 0.49
H -3.65663 1.26755 -7.40365 0.26
H 1.59070 -1.36342 5.36494 0.28
C -2.46885 -6.33024 3.94100 0.76
O -4.50025 -0.11773 -8.64435 -0.35
H 5.41477 0.40122 -1.02328 0.47
O 2.87768 -1.87555 3.93551 0.41
O -4.00732 -4.58600 1.08871 -0.65
H -0.56685 4.20058 6.84029 0.31
H -1.94173 3.15720 7.06752 0.36
H 3.31800 0.33779 -3.78646 -0.12
O 4.44843 -2.30880 -0.59994 -0.40
H -2.19966 -2.94356 -6.17538 0.31
C -7.85590 -4.09298 2.46292 -1.35
H 0.74042 3.17834 2.57004 0.05
C -5.72612 1.55664 2.33537 -0.31
H -6.40690 -0.04256 -9.17243 0.26
H -5.42087 1.13229 4.44347 0.29
C 3.86530 1.21594 -4.13188 -0.66
H 0.22368 -7.34485 7.63219 0.25
C 1.29931 -7.32201 7.54095 -0.86
O 0.65042 0.69259 1.61341 1.02
H 2.28573 4.86504 -3.64213 0.36
H 4.11268 -1.76047 2.35290 -0.12
H 4.16326 -0.40705 3.45999 0.28
H 0.11937 -0.99975 -6.63895 0.42
C -0.46378 5.51191 -3.93819 -0.51
C 1.65125 1.57187 1.60658 -0.36
O -0.21610 9.61382 -7.35012 -0.38
O 0.75768 -10.01427 -1.50134 -0.28
H -5.62972 1.57985 -9.01982 0.31
H -1.83502 -6.57547 0.62380 -0.05
C -0.97363 -5.07080 -0.72153 2.19
O 1.62527 -5.96813 7.31364 -0.31
H -2.03116 -0.83391 -8.91809 0.33
H -2.76375 -2.46680 0.84819 -0.89
O -0.75845 -1.07151 -4.79000 0.16
H 5.71674 1.25919 4.24774 0.33
H 0.00136 4.75305 -4.58317 0.24
H 2.72790 -5.12093 -0.04385 0.50
H 1.14552 6.07843 3.87708 0.36
C 0.93334 8.83481 -7.08836 -0.63
C -5.72777 0.57651 -8.59428 -0.60
O 2.91494 -3.52661 6.13531 -0.09
O -1.15046 4.09772 4.07381 -0.58
H -1.60761 -4.32169 -0.22567 -0.72
C -1.07311 1.34942 3.72971 1.89
H -6.67786 2.08407 2.42152 0.36
H -0.01752 1.11638 3.91961 0.75
H 0.76881 0.20936 -4.81748 0.50
H -0.76183 -3.41674 -3.54935 0.01
C -2.55083 3.23942 1.52608 -0.14
H 2.31736 5.74461 -1.32140 0.20
H 0.83963 -1.15215 2.48240 0.02
H 5.51728 1.48149 2.44250 -0.01
H -8.28039 -3.68149 1.55020 0.30
C -0.70344 -8.67386 -0.14627 0.05
H -1.28554 0.22178 -7.77821 0.32
H 1.94879 3.65222 1.28454 0.52
H 0.13620 -2.61505 -5.79625 0.37
H 4.96862 -1.97310 3.92727 0.29
H -6.46203 -5.19643 1.37522 0.28
O 3.61812 3.30737 -3.14825 -0.33
O -3.72491 1.97582 -3.22092 -0.64
H -1.31488 -2.58263 -7.68116 0.43
H 4.72966 1.22953 -3.46373 0.24
H 2.12014 8.18787 -5.41982 0.41
H 1.73134 9.57635 -7.20008 0.35
H 0.91773 -12.04973 -1.00294 0.31
H -0.36189 -4.90000 4.59607 0.33
H -5.18398 -0.48461 -5.54294 0.29
H 2.91316 -6.06503 5.72988 0.25
O 0.30095 7.17476 -5.43366 -0.32
H 1.44810 -11.56481 -2.58803 0.27
O -1.36121 -6.06084 3.26099 -0.20
H -1.72144 -0.58670 4.49456 0.47
H -2.01149 0.91969 -1.55379 -0.20
C -1.67860 -2.16561 -6.72903 -0.96
H -6.55658 1.15557 -3.33282 0.33
H 8.63766 4.40672 3.07622 0.33
O -2.93140 -5.63731 4.81326 -0.62
H -0.38434 7.63149 -3.54710 0.32
C 6.19672 1.29398 3.27528 -0.43
C -1.11704 3.97921 -2.22417 -0.24
O 6.83554 3.51172 3.63577 -0.26
C 2.93079 -5.81603 6.80577 -0.48
H -3.44345 -0.01250 -1.17984 -0.10
O -4.22005 -0.14559 -3.73877 -0.27
H -7.31341 0.61916 -4.74493 0.38
C 2.51276 4.68816 -1.49377 -0.10
H -8.52161 -4.89590 2.79190 0.40
H 1.03460 -5.78628 2.75968 0.45
H 4.58204 -4.49054 6.90456 0.36
H -3.51581 -1.76082 2.27451 -0.05
C 7.03169 5.79372 2.88414 -1.11
H 0.77555 9.18885 -4.99623 0.34
H 3.06465 -0.36060 5.29214 0.45
H -2.89686 0.27256 3.49737 -0.23
H 6.77178 5.57361 1.84338 0.30
H 0.37188 3.11628 0.83055 -0.42
C 3.88847 -3.56391 -0.96510 -0.70
C 2.66960 -1.38331 5.22238 -0.55
O 2.81058 1.29645 1.56449 -0.50
H -3.49268 -8.18551 4.26456 0.43
H -0.80557 3.19434 -2.92626 0.35
H 3.87165 0.83951 -0.41738 -0.03
H -0.00437 -0.05459 -3.23643 0.08
H -0.08024 6.64301 2.81720 0.40
C 0.58582 -4.79095 2.70730 -0.04
C 0.84906 6.07780 2.82269 0.37
H -2.17687 -0.67173 -2.31015 -0.31
H -3.95286 -7.27799 2.75878 0.15
H -1.56000 -9.05892 -0.70328 0.28
C -1.83854 0.03998 3.61353 -0.62
C 1.04877 8.34305 -5.65366 -0.46
H 0.66021 5.03656 2.60838 -0.75
C -3.57503 0.78516 -3.05918 0.26
H 3.34275 7.92473 0.26628 0.20
H -1.29480 7.94587 -7.87313 0.28
O 2.01535 2.64372 -4.55833 -0.59
H -5.85776 1.04231 1.38043 0.16
O 2.79763 5.85393 1.55771 -0.53
C -2.24362 -0.26292 -7.99449 -0.48
H -1.28946 -2.82744 -2.03114 -0.04
C 7.70017 4.63219 3.58708 -0.29
C -1.41988 -6.46039 -0.38648 -0.66
H -1.41535 -0.46396 2.74383 -0.43
H 3.62346 10.38867 0.37150 0.39
C 0.89501 -0.71526 1.47834 -1.11
H 4.71809 -4.25243 -1.12724 0.40
H 1.89645 -0.94157 1.10514 -0.05
H -0.96708 -8.61382 0.92775 -0.12
C -1.34756 3.36153 5.02146 0.80
H -0.77076 3.67406 -1.23856 -0.47
C 3.04834 2.45698 -3.99187 0.90
O -0.36098 -7.36558 -0.54738 -0.25
C -6.51886 0.32416 -4.03900 -1.33
H 0.26987 -4.62026 1.67134 -0.52
H 0.31382 -10.43799 0.43195 0.45
H -1.74697 8.62705 -6.31191 0.18
H 2.45409 -11.17476 -1.15883 0.29
O -5.61790 -3.40521 2.08920 -0.22
O -2.62916 -1.17338 -6.99846 -0.13
H 1.21747 6.83838 -3.63777 0.17
H 1.86122 -7.66291 8.42181 0.35
H -0.15206 -2.42741 0.59145 -0.51
H 3.51747 -3.99419 1.07519 0.29
H 4.26146 0.98130 -5.11660 0.38
C 3.04982 4.59711 -2.91680 -0.56
C -5.17847 0.24552 -4.73811 0.01
C 3.09763 8.48544 1.17275 -0.01
H 6.67500 0.33134 3.10190 0.36
H -2.20594 4.76263 6.32586 0.33
H 2.46723 10.52793 1.65299 0.33
```

=====

# C23H29N3O2

The molecule C23H29N3O2 (ωB97M-V/def2-TZVPD, the OMol25 dataset).

Properties
- E_HOMO: -8.4211 eV
- Strongest force on any atom: 0.54 eV Å⁻¹
- ΔE to the lowest compared entry with this formula, charge and spin: 46.3 kJ/mol
- Energy: -1208.6439 Ha
- SMILES: Cc1ccc(NC(=O)CN2CCC(NC(=O)Cc3ccccc3)CC2)c(C)c1
- HOMO-LUMO gap: 8.95 eV

```
57
Properties=species:S:1:pos:R:3:mulliken_charge:R:1
C 4.21374 -2.02624 -3.75164 -0.76
H 0.22648 -0.84342 3.47674 0.40
H 3.30039 -4.26906 -2.82960 0.42
H -0.51870 1.23723 1.36063 0.29
H 0.63847 -2.52200 0.27063 0.26
C -4.18971 0.05488 1.73144 0.62
H -0.86951 -0.65167 -0.31887 0.25
H -1.80777 -2.07621 0.16108 0.36
C 0.14554 -1.95071 1.06038 -0.58
H 3.84160 -3.84366 -1.19624 0.32
H 6.30785 -0.65774 -5.47444 0.28
C -4.33057 4.41881 2.17288 -0.64
O 4.08175 -2.62303 0.60753 -0.66
C -4.82206 2.35522 1.03177 0.51
H -3.61397 4.67754 -1.11568 0.39
C 3.68531 0.21990 -2.26681 -0.66
C 4.26923 0.34498 -3.51070 -0.78
C -4.39154 2.93186 -0.15714 -0.18
C 3.17565 -1.81926 0.59654 0.55
H -4.42342 2.35877 -1.07453 0.40
C 3.37495 -1.03297 -1.74777 0.26
H 2.10110 -0.36766 -0.24645 0.17
H 2.29930 -2.40068 2.46960 0.35
N 2.78159 -1.08610 -0.46915 0.09
C -1.12496 -1.30489 0.51871 -0.71
H 2.18081 -3.52632 -1.67426 0.22
H 3.47059 1.10070 -1.67764 0.44
C -3.93932 4.24032 -0.18286 -0.65
H 4.93972 0.26077 -6.09757 0.38
C 4.55541 -0.78484 -4.26676 0.66
N -2.98395 0.17630 1.13426 0.05
C -1.79127 -0.47959 1.61957 -0.53
H -2.12137 -1.13807 2.43035 0.31
H -5.46826 0.54133 0.08256 0.37
C 5.22484 -0.66463 -5.60205 -1.47
H -0.11676 -2.64934 1.87375 0.44
C 3.21097 -3.53792 -2.03043 -1.51
N 1.06697 -0.92621 1.52868 0.17
O -4.39890 -0.67552 2.67371 -0.66
C 0.47928 -0.18213 2.63025 -0.94
C 2.36299 -1.49124 1.85200 -0.93
C 3.61365 -2.18020 -2.50853 1.13
H 2.94403 -0.75365 2.41447 0.42
H -1.21874 1.09893 2.98166 0.39
H 1.20970 0.55272 2.97858 0.46
H -6.17489 0.82064 1.68615 0.32
H -4.30832 4.99716 3.08473 0.39
C -3.90628 4.98616 0.98227 -0.42
H -3.55417 6.00672 0.96259 0.39
C -0.78096 0.53594 2.15639 -0.71
H 4.41008 -2.91018 -4.34238 0.35
H -5.11247 2.66873 3.12552 0.42
H -2.87101 0.85344 0.39532 0.34
C -5.27035 0.92396 1.08588 -1.16
C -4.78395 3.11291 2.19726 -0.35
H 4.50931 1.32562 -3.89514 0.37
H 4.96718 -1.50384 -6.24372 0.36
```

=====

# C2H4N2O2

The molecule C2H4N2O2 at a distorted geometry (ωB97M-V/def2-TZVPD, the OMol25 dataset).

Properties
- E_HOMO: -10.2002 eV
- Strongest force on any atom: 3.48 eV Å⁻¹
- ΔE to the lowest compared entry with this formula, charge and spin: 557.3 kJ/mol
- Energy: -338.4409 Ha
- SMILES: [O-][N+]1=NCCO1
- HOMO-LUMO gap: 11.05 eV

```
10
Properties=species:S:1:pos:R:3:mulliken_charge:R:1
C -0.36396 -0.79387 -0.09296 -0.30
N -2.39518 -0.14528 0.04506 1.10
H 0.32205 1.33974 -0.61370 0.26
H 0.04435 1.05470 1.17813 0.21
C -0.30844 0.80289 0.10911 -0.28
N -1.66827 -1.10829 0.13329 -0.55
H -0.19644 -0.92146 -1.08963 0.25
O -1.66550 1.20988 -0.14001 -0.37
O -3.56885 -0.01944 -0.02797 -0.62
H 0.24438 -1.55131 0.46315 0.31
```

=====

# CH2O3PS

The ion CH2O3PS with charge -1 at a distorted geometry (ωB97M-V/def2-TZVPD, the OMol25 dataset).

Properties
- E_HOMO: -4.2793 eV
- Strongest force on any atom: 2.59 eV Å⁻¹
- Charge: -1
- ΔE to the lowest compared entry with this formula, charge and spin: 17.8 kJ/mol
- Energy: -1004.6817 Ha
- SMILES: O=C([O-])P(O)S
- HOMO-LUMO gap: 7.83 eV

```
8
Properties=species:S:1:pos:R:3:mulliken_charge:R:1
S -0.64154 1.46019 0.14541 -0.35
H 1.17396 -1.60901 0.56897 0.41
O 2.58083 1.49026 -0.11965 -0.66
C 2.18544 0.28656 -0.09439 0.55
O 2.63181 -0.74829 0.53205 -0.75
H 0.39483 2.15312 0.68931 0.16
P 0.44283 -0.14430 -0.81577 0.13
O 0.25409 -1.51911 0.11968 -0.49
```

=====

HOMO-LUMO gap of number 4 (CH2O3PS)? 7.83 eV